{
  "formula": "C5H13O3Sr",
  "method": "the ωB97M-V functional and the def2-TZVPD basis",
  "species": ["C", "O", "C", "C", "O", "C", "H", "H", "H", "H", "H", "H", "H", "H", "H", "Sr", "O", "H", "C", "H", "H", "H"],
  "positions_angstrom": [[-0.52659, 0.11316, -1.03385], [-0.72357, -1.07657, -0.27696], [0.37976, -1.92918, -0.26411], [0.81556, -2.19553, 1.15614], [-0.30867, -2.32218, 1.99147], [-0.00294, -2.84150, 3.25956], [-1.50347, 0.62887, -1.02468], [-0.32037, -0.15112, -2.09182], [1.22913, -1.47633, -0.81678], [0.14034, -2.88906, -0.76203], [1.46077, -1.36851, 1.50714], [1.41580, -3.12414, 1.17799], [0.73662, -2.20974, 3.78223], [-0.92986, -2.86380, 3.84543], [0.40008, -3.86673, 3.18542], [0.95284, 2.03112, -0.49400], [-0.04609, 4.02086, -1.25269], [-0.41414, 4.64796, -0.62058], [-0.59668, 4.19192, -2.56798], [-0.78307, 5.25490, -2.74678], [0.13980, 3.82545, -3.29045], [-1.51524, 3.60013, -2.66268]],
  "lowdin_charge": [-0.405, -0.245, -0.249, -0.231, -0.179, -0.111, 0.025, 0.030, 0.106, 0.138, 0.114, 0.133, 0.089, 0.095, 0.094, 1.619, -0.352, 0.107, -0.080, 0.106, 0.096, 0.102],
  "charge": 1,
  "multiplicity": 1,
  "gap_ev": 5.74,
  "e_lumo_ha": -0.1658,
  "homo_ev": -10.3,
  "largest_force_ev_per_a": 1.204
}